Record 1
C11H9GaN2Se as an isolated structure. Source: the OMol25 dataset; level of theory: ωB97M-V/def2-TZVPD.

Computed properties:
- ΔE to the lowest compared entry with this formula, charge and spin: 0.00 kcal per mole
- HOMO energy: -16.576 eV
- Frontier orbital gap: 7.6 eV
- Electronic energy: -4859.6145 a.u.
- E_LUMO: -8.9990 eV
- F_max: 0.0145 hartree/bohr

The geometry in ORCA input format:
```
! wB97M-V def2-TZVPD RIJCOSX def2/J DEFGRID3
* xyz 2 1
Se 2.458 0.749 -1.054
Ga -0.829 0.537 -1.218
N 3.194 0.588 0.507
N 0.787 0.484 -0.309
C -2.420 0.677 -2.444
C 0.920 0.319 1.027
C 0.270 -0.044 3.278
C -1.515 -1.454 -2.176
C 1.630 0.003 3.713
C -0.753 -0.773 -3.156
C -1.286 0.524 -3.339
C -2.545 -0.597 -1.717
C 2.638 0.207 2.832
C -0.099 0.108 1.969
C 2.302 0.374 1.452
H -1.330 -2.454 -1.813
H 3.678 0.250 3.124
H -1.144 0.068 1.683
H -3.332 -0.834 -1.016
H -3.126 1.495 -2.428
H -0.500 -0.207 4.022
H -0.947 1.277 -4.035
H 0.109 -1.172 -3.669
H 1.842 -0.126 4.765
*
```

=====

Record 2
C11H9NO as an isolated structure. Source: the OMol25 dataset; level of theory: ωB97M-V/def2-TZVPD.

Computed properties:
- ΔE to the lowest compared entry with this formula, charge and spin: 125.88 kcal per mole
- HOMO energy: -9.252 eV
- Frontier orbital gap: 9.5 eV
- Electronic energy: -554.3198 a.u.
- E_LUMO: 0.2722 eV
- F_max: 0.1574 hartree/bohr

The geometry in ORCA input format:
```
! wB97M-V def2-TZVPD RIJCOSX def2/J DEFGRID3
* xyz 0 1
O -0.671 0.265 -0.792
N 2.949 1.650 -2.486
C 2.898 0.924 -1.244
C 0.617 0.492 -1.372
C -1.541 -2.332 1.713
C 0.440 1.348 -2.518
C -1.630 -1.608 2.827
C -0.913 -0.327 0.313
C -0.938 0.455 1.554
C 1.657 1.972 -2.962
C -1.196 -1.598 0.526
C 1.868 -0.069 -0.950
C -1.538 -0.179 2.677
H -1.795 0.455 3.480
H 1.991 -0.586 0.145
H 4.004 0.606 -0.908
H -1.728 -2.010 -0.541
H -0.633 1.744 -2.640
H 1.560 2.578 -3.804
H -0.802 1.474 1.285
H -2.059 -3.318 1.802
H -2.541 -1.938 3.895
*
```

=====

Record 3
C12AlB3O24 as an isolated structure. Source: the OMol25 dataset; level of theory: ωB97M-V/def2-TZVPD.

Computed properties:
- ΔE to the lowest compared entry with this formula, charge and spin: 146.18 kcal per mole
- HOMO energy: -9.422 eV
- Frontier orbital gap: 4.8 eV
- Electronic energy: -2580.1643 a.u.
- E_LUMO: -4.5723 eV
- F_max: 0.3423 hartree/bohr

The geometry in ORCA input format:
```
! wB97M-V def2-TZVPD RIJCOSX def2/J DEFGRID3
* xyz 0 1
Al 4.277 -9.736 -20.906
O 2.225 -11.516 -24.824
O 2.911 -7.317 -20.816
O 2.021 -2.970 -21.274
O -0.031 -6.936 -21.094
O -3.218 -9.720 -24.453
O 0.068 -11.346 -24.274
O 1.775 -3.413 -19.022
O -3.300 -7.716 -22.348
O 0.522 -4.845 -20.565
O -4.016 -11.258 -22.434
O 2.656 -6.644 -25.237
O 2.582 -11.856 -21.922
O 0.430 -7.102 -25.009
O -2.652 -8.695 -21.920
O 2.815 -5.111 -20.435
O -1.161 -8.874 -24.714
O 2.918 -8.742 -23.238
O 2.099 -0.744 -21.158
O 1.483 -1.351 -18.264
O 0.335 -11.694 -21.972
O -1.306 -7.149 -23.191
O -0.963 -9.830 -22.802
O 0.706 -8.531 -23.197
O -1.957 -11.943 -22.979
C 2.342 -6.266 -20.638
C 1.547 -11.750 -22.511
C 1.339 -11.495 -24.018
C 0.793 -6.105 -20.887
C 1.902 -8.219 -23.590
C -2.167 -9.709 -22.340
C 1.762 -2.103 -19.144
C 1.718 -7.195 -24.756
C -2.852 -11.068 -22.578
C -2.395 -8.885 -24.307
C 1.994 -1.812 -20.649
C -2.406 -7.800 -23.123
B -0.640 -11.264 -22.982
B 1.767 -4.061 -20.323
B -0.300 -7.877 -24.000
*
```

=====

Record 4
C12B3O26V as an isolated structure. Source: the OMol25 dataset; level of theory: ωB97M-V/def2-TZVPD.

Computed properties:
- ΔE to the lowest compared entry with this formula, charge and spin: 84.41 kcal per mole
- HOMO energy: -4.970 eV
- Frontier orbital gap: 7.4 eV
- Electronic energy: -3432.9163 a.u.
- E_LUMO: 2.4003 eV
- F_max: 0.1422 hartree/bohr

The geometry in ORCA input format:
```
! wB97M-V def2-TZVPD RIJCOSX def2/J DEFGRID3
* xyz -2 1
V -2.865 1.381 -0.887
O -0.118 -1.251 -3.156
O -3.666 2.360 0.946
O -0.518 1.042 3.744
O 1.958 -1.661 -0.289
O 1.650 0.574 4.347
O -2.303 -0.266 0.594
O 4.208 -0.276 1.951
O -2.579 2.678 -1.741
O -2.612 2.200 4.312
O 4.134 -1.870 -0.627
O 0.383 -2.455 1.508
O -4.234 0.573 -1.291
O 3.980 -2.913 -3.739
O -0.529 1.966 -4.470
O 0.016 -0.448 0.326
O -1.742 -3.009 2.003
O 2.293 -1.500 -3.531
O -4.802 1.561 3.638
O 2.081 -4.012 -5.869
O 0.858 0.236 -4.730
O -1.645 0.258 -2.403
O -0.423 3.309 4.084
O 1.942 -0.547 1.780
O 0.880 -2.214 -5.209
O 1.825 3.343 4.832
O -1.740 2.541 2.205
C 0.663 1.343 4.171
C -3.072 2.382 2.072
C -3.648 1.984 3.471
C 1.892 -2.987 -5.143
C 3.154 -1.481 0.006
C 2.841 -2.474 -4.100
C 0.734 2.784 4.448
C -0.102 0.880 -4.167
C 3.188 -0.672 1.402
C -0.723 -0.101 -3.086
C -1.186 -0.855 0.783
C -0.869 -2.197 1.545
B -1.360 2.273 3.598
B 0.969 -1.175 -4.170
B 1.090 -1.305 0.841
*
```